3 unconnected molecules or ions with the total composition CH7OS2 in a non-equilibrium geometry, computed with ωB97M-V/def2-TZVPD.

```
11
Properties=species:S:1:pos:R:3:forces:R:3
O -2.883790 -3.191818 1.439253 -0.29 -0.65 -0.53
H -0.131173 0.063674 -0.802463 -1.10 -0.97 0.53
H -2.521020 -2.374387 1.084235 -0.07 -0.12 1.06
H -2.874268 -3.274685 2.402303 0.28 0.69 -0.38
C 2.321838 2.149201 -0.278662 0.81 0.39 -1.51
S 0.976614 1.499944 -1.174335 -0.47 0.94 0.12
S -1.211021 -0.930681 -0.517435 1.33 1.01 -0.61
H 3.191892 2.113137 -0.978764 -0.06 -0.69 1.52
H 2.332466 1.867065 0.788124 0.37 -0.35 -0.24
H 2.210434 3.256547 -0.130124 -0.94 -0.27 -0.15
H -1.411975 -1.178000 -1.832131 0.13 0.02 0.19
```
Forces are in eV/Å.

Properties
LUMO = -10.0 eV
charge = +1
E_HOMO = -14.067 eV
Kohn-Sham gap = 4.04 eV
energy above the lowest of the compared OMol25 structures with the same formula, charge and spin = 480.62 kJ/mol